[1]
Below is the molecule C8H12 at a distorted geometry, with properties calculated with ωB97M-V/def2-TZVPD.

Geometry (Å):
C: -2.24356 -0.00292 -0.03959
C: -0.73239 -0.17989 -0.01246
C: -0.07184 -0.56780 1.27576
C: 1.37459 -0.16865 0.89323
C: 1.42588 -0.41187 -0.62609
C: -0.01389 -0.87428 -1.11210
C: 1.23001 0.99193 -0.20350
C: -0.27682 1.19604 -0.15001
H: -2.44920 0.90697 -0.77505
H: -2.64189 0.40958 0.90604
H: -2.72456 -1.10277 -0.40684
H: -0.37573 -1.70696 1.22824
H: -0.86975 0.02640 1.93843
H: 2.34368 -0.53028 1.45068
H: 2.32700 -0.96556 -1.13253
H: -0.40161 -0.56262 -2.08721
H: 0.10894 -2.02673 -0.90953
H: 1.85988 2.11714 -0.42035
H: -0.68621 1.49551 0.90524
H: -0.64243 2.04398 -0.84860

Properties
Gap between HOMO and LUMO: 10.455 eV
HOMO: -0.3499 hartree
SMILES: C[C@]12C[C@@H]3[C@H](C1)[C@@H]3C2
E_tot: -8485.75809 eV
Multiplicity: 1
Energy relative to the best compared isomer or geometry (same formula, charge and spin): 88.2 kcal per mole
Maximum force: 4.693 eV/Å

Results of the Löwdin charge analysis, in e, for atoms 1 through 5: number 1, C, carries -0.05; number 2, C, carries -0.71; number 3, C, carries -0.11; number 4, C, carries -0.13; number 5, C, carries -0.23

***

[2]
Below is a 2-piece molecular cluster, H2I2NP overall at a distorted geometry, with properties calculated with ωB97M-V/def2-TZVPD.

Geometry (Å):
N: -0.16139 -0.76449 -0.04140
P: 2.56984 -1.69739 0.90886
I: 3.92696 -0.54970 -0.76680
I: 1.96129 -3.81805 -0.01994
H: -0.48611 -0.20293 0.82400
H: -0.95071 -1.36174 -0.23955

Properties
Gap between HOMO and LUMO (spin up / spin down): 8.108 / 7.078 eV
HOMO (spin up / spin down): -0.3499 / -0.2959 hartree
E_tot: -27010.59599 eV
Multiplicity: 1
Energy relative to the best compared isomer or geometry (same formula, charge and spin): 74.0 kcal per mole
Maximum force: 2.291 eV/Å

Results of the Löwdin charge analysis, in e, for atoms 1 through 5: number 1, N, carries 0.01; number 2, P, carries -0.30; number 3, I, carries 0.16; number 4, I, carries 0.17; number 5, H, carries 0.01

***

[3]
Below is a 2-piece molecular cluster, C5H12NO overall at a distorted geometry, with properties calculated with ωB97M-V/def2-TZVPD.

Geometry (Å):
C: -3.12162 -0.11472 0.35598
O: -2.63574 1.18396 0.19698
C: -0.54392 -0.95090 0.75457
C: 0.40710 0.14774 0.56889
C: 1.55218 0.10913 -0.63973
C: 2.35017 -1.39664 -0.54202
N: 2.24325 1.32805 -0.79003
H: -3.56976 -0.64123 -0.48514
H: -3.89025 -0.15391 1.20896
H: 3.29086 1.50782 -0.34600
H: -0.62538 -1.39176 1.82100
H: -1.17564 -1.81625 -0.00282
H: 0.13215 1.29721 0.32832
H: 0.94971 0.11144 1.57848
H: 3.12137 -1.24135 0.19991
H: 2.68804 -1.70150 -1.59795
H: 0.87302 0.14157 -1.55810
H: 1.51285 -2.07945 -0.24524
H: -1.78722 0.43168 0.06674

Properties
Gap between HOMO and LUMO: 4.892 eV
HOMO: -0.4629 hartree
E_tot: -8898.35889 eV
Multiplicity: 1
Energy relative to the best compared isomer or geometry (same formula, charge and spin): 283.0 kcal per mole
Maximum force: 5.295 eV/Å
Charge: +1

Results of the Löwdin charge analysis, in e, for atoms 1 through 5: number 1, C, carries 0.06; number 2, O, carries -0.06; number 3, C, carries -0.08; number 4, C, carries -0.23; number 5, C, carries -0.39

***

[4]
Below is the molecule C21H19NO5, with properties calculated with ωB97M-V/def2-TZVPD.

Geometry (Å):
C: -4.87573 -1.47127 2.59687
C: -4.93002 -1.26693 1.41922
C: -4.95341 -0.98397 -0.00430
N: -3.74251 -0.32287 -0.43686
C: -2.87324 -0.87911 -1.32838
O: -2.98485 -1.97951 -1.81066
C: -1.71828 0.12436 -1.55209
C: -2.11813 1.26611 -0.64303
C: -1.52457 2.48551 -0.40751
C: -2.14133 3.36260 0.47853
C: -3.32696 3.02089 1.10500
C: -3.94244 1.79925 0.86404
C: -3.32476 0.93572 -0.01872
H: -4.86641 1.53673 1.35488
H: -3.78863 3.71600 1.79051
H: -1.68875 4.32221 0.67702
H: -0.60410 2.75762 -0.89988
O: -1.68696 0.47918 -2.90909
H: -0.87017 0.99099 -3.03955
C: -0.42073 -0.57401 -1.09422
C: 0.82381 0.23656 -1.35128
O: 0.82710 1.18581 -2.11322
C: 2.06031 -0.14564 -0.63000
C: 3.03727 0.84000 -0.53832
C: 4.24814 0.62734 0.10982
C: 4.48588 -0.62400 0.66609
C: 3.53291 -1.62402 0.56684
C: 2.31400 -1.41494 -0.06733
O: 1.36359 -2.37627 -0.19729
C: 1.63256 -3.68063 0.26138
H: 2.50685 -4.11071 -0.23627
H: 0.74867 -4.26233 0.00462
H: 1.77778 -3.70526 1.34588
H: 3.75911 -2.58339 1.00389
H: 5.40936 -0.84370 1.17789
O: 5.10899 1.68011 0.14308
C: 6.35490 1.50787 0.77373
H: 6.94667 0.72429 0.28950
H: 6.87021 2.46131 0.67117
H: 6.23935 1.27298 1.83699
H: 2.84396 1.80338 -0.98347
H: -0.33265 -1.51030 -1.65455
H: -0.49058 -0.82927 -0.03621
H: -5.01342 -1.92136 -0.56912
H: -5.82452 -0.36022 -0.24265
H: -4.84825 -1.66711 3.62709

Properties
Gap between HOMO and LUMO: 8.459 eV
HOMO: -0.3066 hartree
SMILES: C#CCN1C(=O)[C@](O)(CC(=O)c2cc(OC)ccc2OC)c2ccccc21
E_tot: -33810.86155 eV
Multiplicity: 1
Energy relative to the best compared isomer or geometry (same formula, charge and spin): 37.0 kcal per mole
Maximum force: 0.759 eV/Å

Results of the Löwdin charge analysis, in e, for atoms 1 through 5: number 1, C, carries 0.13; number 2, C, carries -0.11; number 3, C, carries -0.13; number 4, N, carries 0.03; number 5, C, carries -0.34

***

Which of these has the lowest E_tot?
C21H19NO5

***

Look up the energy relative to the best compared isomer or geometry (same formula, charge and spin) of the first one.
88.2 kcal per mole